Record 1
Here is the molecule C7H15O2PSi from the OMol25 dataset. Energies are from ωB97M-V/def2-TZVPD.

```
26
C7H15O2PSi ωB97M-V/def2-TZVPD
P 0.361 -0.921 -1.428
Si 0.049 1.254 1.018
O 1.203 0.065 -2.155
O -0.359 -0.068 0.084
C 1.175 -2.133 -0.449
C 1.199 -3.465 -0.531
C -1.957 -0.794 -2.822
C 2.022 1.670 1.060
C -1.220 -1.550 -1.985
C -0.921 2.686 0.374
C -0.687 0.615 2.639
H 2.159 2.681 1.218
H -1.843 2.397 -0.228
H 0.611 -4.000 -1.221
H 1.908 -1.565 0.154
H 2.387 0.960 1.787
H -0.393 3.334 -0.186
H 1.816 -4.163 -0.001
H -3.087 -0.922 -2.950
H 0.034 -0.215 2.984
H -1.587 -2.340 -1.455
H -0.419 1.386 3.337
H -1.759 0.234 2.734
H -1.424 3.233 1.107
H -1.616 0.160 -3.160
H 2.348 1.460 0.074
```

The energy relative to the best compared isomer or geometry (same formula, charge and spin) is 105.87 kJ/mol. For the strongest force on any atom, the calculation gives 5.23 eV Å⁻¹. For the frontier orbital gap, the calculation gives 9.8 eV. Its SMILES is C=CP(=O)(C=C)O[Si](C)(C)C. The highest occupied orbital energy comes out at -9.7 eV.

List of natural (NBO) charges in e, atom by atom: number 1, P, carries 2.0976; number 2, Si, carries 1.8595; number 3, O, carries -1.0349; number 4, O, carries -1.2004; number 5, C, carries -0.6083; number 6, C, carries -0.3031; number 7, C, carries -0.2709; number 8, C, carries -1.0567; number 9, C, carries -0.6036; number 10, C, carries -1.1487; number 11, C, carries -1.1323; number 12, H, carries 0.2282; number 13, H, carries 0.2435; number 14, H, carries 0.1892; number 15, H, carries 0.2448; number 16, H, carries 0.2244; number 17, H, carries 0.2298; number 18, H, carries 0.2083; number 19, H, carries 0.2084; number 20, H, carries 0.2286; number 21, H, carries 0.2303; number 22, H, carries 0.2192; number 23, H, carries 0.2540; number 24, H, carries 0.2374; number 25, H, carries 0.2114; number 26, H, carries 0.2444

---

Record 2
Here is a structure of composition C23H17Cl3CuN3O7S4 from the OMol25 dataset. Energies are from ωB97M-V/def2-TZVPD.

```
58
C23H17Cl3CuN3O7S4 ωB97M-V/def2-TZVPD
Cu 0.355 0.416 -0.687
Cl 8.551 4.029 -0.060
Cl 2.027 -1.067 6.853
Cl 6.701 -1.797 4.325
S 0.854 2.744 1.032
S 1.216 2.487 -1.004
S -0.415 -4.537 -2.730
S 6.208 5.885 -0.045
O 0.144 -5.626 -1.959
O 0.339 4.089 1.244
O -0.757 -1.237 -1.218
O -1.274 -4.930 -3.827
O 5.327 1.454 1.713
O -0.100 1.677 1.380
O 2.150 2.543 1.718
N -1.083 -3.419 -1.800
N 4.044 -1.162 0.802
N 1.972 -0.822 0.154
C 2.809 -2.817 -4.571
C 4.317 -1.298 5.455
C 0.757 -2.276 -2.798
C 3.151 -0.273 0.295
C 0.904 -3.527 -3.361
C 2.653 0.184 4.525
C 5.139 -0.998 4.382
C 4.631 5.303 0.329
C 5.433 -0.930 1.124
C 1.917 -3.832 -4.246
C 3.504 0.476 3.471
C 4.618 3.973 0.587
C 6.176 1.927 0.687
C -0.432 -2.250 -1.853
C 3.073 -0.694 5.507
C 2.665 -1.545 -4.022
C 5.639 0.163 2.185
C 5.918 3.386 0.492
C 4.765 -0.110 3.383
C 3.362 -2.344 1.004
C 6.859 4.310 0.165
C 2.086 -2.116 0.590
C 1.637 -1.259 -3.131
H 1.672 0.639 4.559
H 2.008 -4.825 -4.667
H 4.637 -1.988 6.221
H 1.533 -0.268 -2.698
H 3.372 0.759 0.069
H 3.365 -0.763 -4.289
H 5.841 -1.862 1.516
H 5.975 1.396 -0.253
H 3.851 -3.214 1.409
H 3.154 1.172 2.710
H 1.245 -2.790 0.569
H 3.718 3.425 0.860
H 6.699 0.130 2.476
H 5.995 -0.685 0.221
H 3.622 -3.015 -5.260
H 7.229 1.754 0.949
H 3.785 5.972 0.329
```

The energy relative to the best compared isomer or geometry (same formula, charge and spin) is 0.00 kJ/mol. For the strongest force on any atom, the calculation gives 0.16 eV Å⁻¹. The net charge is -2. For the frontier orbital gap, the calculation gives 5.2 eV. The highest occupied orbital energy comes out at -1.8 eV.

List of natural (NBO) charges in e, atom by atom: number 1, Cu, carries 0.8096; number 2, Cl, carries -0.0091; number 3, Cl, carries -0.0266; number 4, Cl, carries -0.0467; number 5, S, carries 2.2541; number 6, S, carries -0.8694; number 7, S, carries 2.2907; number 8, S, carries 0.3995; number 9, O, carries -0.9752; number 10, O, carries -1.0254; number 11, O, carries -0.7087; number 12, O, carries -0.9757; number 13, O, carries -0.5204; number 14, O, carries -1.0594; number 15, O, carries -1.0903; number 16, N, carries -0.8835; number 17, N, carries -0.3698; number 18, N, carries -0.5324; number 19, C, carries -0.2178; number 20, C, carries -0.2857; number 21, C, carries -0.1556; number 22, C, carries 0.1929; number 23, C, carries -0.2282; number 24, C, carries -0.2414; number 25, C, carries 0.0008; number 26, C, carries -0.4190; number 27, C, carries -0.2271; number 28, C, carries -0.2331; number 29, C, carries -0.1004; number 30, C, carries -0.1711; number 31, C, carries -0.0767; number 32, C, carries 0.6393; number 33, C, carries -0.0065; number 34, C, carries -0.2217; number 35, C, carries 0.0929; number 36, C, carries -0.1125; number 37, C, carries -0.1039; number 38, C, carries -0.1125; number 39, C, carries -0.2713; number 40, C, carries -0.0792; number 41, C, carries -0.1683; number 42, H, carries 0.2519; number 43, H, carries 0.2155; number 44, H, carries 0.2284; number 45, H, carries 0.2437; number 46, H, carries 0.2504; number 47, H, carries 0.2061; number 48, H, carries 0.2185; number 49, H, carries 0.1800; number 50, H, carries 0.2066; number 51, H, carries 0.3034; number 52, H, carries 0.2275; number 53, H, carries 0.3024; number 54, H, carries 0.1844; number 55, H, carries 0.2054; number 56, H, carries 0.1971; number 57, H, carries 0.1750; number 58, H, carries 0.2487

---

Record 3
Here is the molecule C5H3NO from the OMol25 dataset. Energies are from ωB97M-V/def2-TZVPD.

```
10
C5H3NO ωB97M-V/def2-TZVPD
O -1.964 -0.425 -1.015
N -0.965 2.782 -0.139
C 2.430 -0.260 0.570
C -0.961 1.636 -0.307
C -0.141 -0.620 0.336
C 1.236 -0.407 0.525
C -0.981 0.201 -0.338
H -0.615 -1.505 0.759
H -1.519 -1.299 -1.027
H 3.480 -0.104 0.635
```

The energy relative to the best compared isomer or geometry (same formula, charge and spin) is 267.92 kJ/mol. For the strongest force on any atom, the calculation gives 1.46 eV Å⁻¹. For the frontier orbital gap, the calculation gives 8.4 eV. Its SMILES is C#C/C=C(/O)C#N. The highest occupied orbital energy comes out at -9.1 eV.

List of natural (NBO) charges in e, atom by atom: number 1, O, carries -0.6121; number 2, N, carries -0.2378; number 3, C, carries -0.1748; number 4, C, carries 0.2132; number 5, C, carries -0.3612; number 6, C, carries -0.0643; number 7, C, carries 0.2663; number 8, H, carries 0.2379; number 9, H, carries 0.4935; number 10, H, carries 0.2394

---

Record 4
Here is a cluster of 2 separate species, C3H11N2S in total from the OMol25 dataset. Energies are from ωB97M-V/def2-TZVPD.

```
17
C3H11N2S ωB97M-V/def2-TZVPD
S 0.842 -0.920 0.574
N -1.319 0.541 -1.534
N -1.192 1.978 -3.312
C 0.568 -1.070 3.383
C 1.603 -1.186 2.259
C -1.198 1.758 -2.013
H 0.410 -0.094 3.834
H 0.999 -1.685 4.173
H 2.330 -0.383 2.339
H -0.947 1.255 -3.977
H -0.770 2.583 -1.450
H 0.391 -2.197 0.614
H -1.438 2.897 -3.662
H -1.145 -0.317 -2.042
H 2.121 -2.136 2.185
H -1.330 0.379 -0.540
H -0.376 -1.526 3.086
```

The energy relative to the best compared isomer or geometry (same formula, charge and spin) is 106.73 kJ/mol. Its spin multiplicity is 2. For the strongest force on any atom, the calculation gives 2.31 eV Å⁻¹. The net charge is +2. For the frontier orbital gap (spin up / spin down), the calculation gives 11.5 / 6.8 eV. The highest occupied orbital energy (spin up / spin down) comes out at -19.3 / -19.3 eV.

List of natural (NBO) charges in e, atom by atom: number 1, S, carries 0.6144; number 2, N, carries -0.7138; number 3, N, carries -0.6927; number 4, C, carries -0.6345; number 5, C, carries -0.4925; number 6, C, carries 0.4049; number 7, H, carries 0.2670; number 8, H, carries 0.2893; number 9, H, carries 0.2712; number 10, H, carries 0.4373; number 11, H, carries 0.2585; number 12, H, carries 0.1747; number 13, H, carries 0.4578; number 14, H, carries 0.4326; number 15, H, carries 0.2794; number 16, H, carries 0.4163; number 17, H, carries 0.2303

---

Which value of energy relative to the best compared isomer or geometry (same formula, charge and spin) does entry 4 give? 106.73 kJ/mol